The following is a DFT calculation (ωB97M-V/def2-TZVPD) of a molecular structure, C12H14BCeF3N6O2 at a distorted geometry.

Geometry (Å):
H: -0.278 2.977 1.833
N: 0.115 1.762 0.169
B: 0.682 0.842 -2.139
N: 0.625 2.034 -1.099
C: 0.910 3.352 -1.219
Ce: -0.936 -0.506 0.862
H: 1.356 3.729 -2.121
C: 0.538 3.979 -0.006
H: 0.598 5.005 0.223
C: 0.069 2.935 0.829
H: 1.098 1.286 -3.194
C: -1.819 -2.416 0.996
H: -2.462 -2.219 1.898
H: -0.862 -2.919 1.092
H: -2.432 -2.500 0.071
N: -0.703 0.234 -2.235
N: 1.685 -0.259 -1.610
N: -1.321 -0.341 -1.139
N: 1.370 -0.942 -0.432
C: -1.551 0.159 -3.254
C: 2.877 -0.678 -2.096
H: -1.233 0.526 -4.201
H: 3.279 -0.196 -2.999
C: -2.748 -0.431 -2.867
C: 3.347 -1.667 -1.243
C: -2.593 -0.747 -1.515
C: 2.402 -1.784 -0.220
H: -3.640 -0.633 -3.435
H: 4.275 -2.230 -1.351
H: -3.244 -1.219 -0.780
H: 2.419 -2.389 0.671
H: -2.470 0.471 0.776
F: 1.119 -1.705 5.169
C: 0.153 -0.821 4.870
F: -1.051 -1.266 5.326
F: 0.434 0.382 5.415
C: 0.069 -0.652 3.352
O: 0.689 -1.433 2.601
O: -0.766 0.279 3.001

Properties
Orbital gap (alpha / beta), Ha: 0.1183 / 0.1180
LUMO level (alpha / beta), eV: -12.5 / -12.5
Total charge: +2
Calculated total energy, eV: -47442.177